Formula: C39H39N3O3PtS5Te
Source: the Open Molecules 2025 dataset
Level of theory: ωB97M-V/def2-TZVPD

The calculation puts the calculated total energy at -116404.606 eV. The calculation puts the largest force on an atom at 0.0294 hartree/bohr. The calculation puts the energy above the lowest of the compared OMol25 structures with the same formula, charge and spin at 12.0 kcal/mol. For the HOMO energy (spin up / spin down), the calculation gives -7.0199 / -7.5595 eV. The frontier orbital gap (spin up / spin down) comes out at 6.8514 / 6.5442 eV.

ORCA input file:
```
! wB97M-V def2-TZVPD RIJCOSX def2/J DEFGRID3
* xyz 0 3
Pt -0.427 0.346 0.587
C 1.997 5.372 -4.327
C 1.285 4.530 -3.312
C -0.062 4.719 -3.012
C -0.704 3.966 -2.046
C -2.143 4.208 -1.769
O -2.868 4.742 -2.586
C -2.634 3.765 -0.431
C -3.548 2.724 -0.299
C -3.947 2.312 0.960
C -3.466 2.956 2.089
C -2.588 4.019 1.956
C -2.171 4.425 0.704
C -0.004 2.930 -1.333
O -0.589 2.337 -0.382
C 1.349 2.657 -1.745
C 1.960 3.508 -2.676
C 2.069 1.493 -1.290
N 1.538 0.536 -0.607
C 2.300 -0.631 -0.214
C 2.947 -0.422 1.150
Te 1.564 0.513 2.535
C 2.343 2.456 2.145
C 1.517 3.458 1.660
C 2.040 4.705 1.371
C 3.379 4.967 1.607
C 4.198 3.976 2.123
C 3.686 2.717 2.384
C 3.488 1.373 -1.745
C 4.520 1.920 -0.994
C 5.832 1.776 -1.410
C 6.126 1.098 -2.580
C 5.099 0.560 -3.337
C 3.787 0.692 -2.920
H 1.340 6.135 -4.732
H 2.357 4.752 -5.148
H 2.859 5.860 -3.876
H -0.627 5.488 -3.524
H -3.921 2.221 -1.179
H -4.637 1.487 1.062
H -3.774 2.627 3.071
H -2.222 4.530 2.835
H -1.480 5.250 0.597
H 2.997 3.348 -2.936
H 3.083 -0.868 -0.948
H 1.599 -1.472 -0.158
H 3.796 0.253 1.071
H 3.273 -1.368 1.576
H 0.471 3.249 1.484
H 1.403 5.473 0.960
H 3.782 5.945 1.401
H 5.238 4.184 2.323
H 4.330 1.934 2.765
H 4.293 2.471 -0.095
H 6.630 2.197 -0.817
H 7.149 0.995 -2.908
H 5.313 0.034 -4.256
H 2.982 0.277 -3.510
C -0.766 0.338 -3.227
N -0.596 -1.096 -3.218
C 0.079 -1.710 -4.338
C -0.472 -3.116 -4.537
C -0.254 -3.901 -3.252
N -0.661 -3.134 -2.094
C -0.929 -3.901 -0.897
C -0.858 -1.787 -2.078
O -1.295 -1.231 -1.064
H 0.196 0.857 -3.266
H -1.278 0.625 -2.311
H -1.369 0.649 -4.080
H 1.163 -1.756 -4.152
H -0.091 -1.092 -5.224
H 0.026 -3.616 -5.366
H -1.538 -3.061 -4.754
H 0.806 -4.183 -3.158
H -0.844 -4.825 -3.276
H -0.027 -4.437 -0.587
H -1.726 -4.627 -1.079
H -1.248 -3.221 -0.109
C -0.743 2.124 4.886
S -2.046 0.851 5.030
C -1.095 -0.525 4.495
C -1.169 -1.074 3.263
S -2.159 -0.576 1.947
S 0.013 -2.368 2.961
C 0.852 -2.279 4.496
S 2.214 -3.120 4.814
S 0.087 -1.195 5.622
H -1.093 3.007 5.409
H -0.572 2.346 3.834
H 0.163 1.747 5.352
*
```